Entry 1:
Molecular formula: C44H75F3O22S4
Method: DFT, wB97M-V/def2-TZVPD

Structure (XYZ):
```
148
Properties=species:S:1:pos:R:3:lowdin_charge:R:1
F 14.6874 15.1096 22.9155 0.0560
C 13.5795 15.0510 22.1564 -0.2908
C 12.4922 15.8755 22.5366 0.0084
C 11.3054 15.7525 21.8243 -0.0655
C 11.1660 14.8523 20.7415 -0.0803
C 12.3095 14.1521 20.3823 -0.1244
C 13.4795 14.1847 21.0796 -0.0606
H 12.7405 16.5034 23.3823 0.1049
H 10.4365 16.3810 22.0925 0.1139
H 10.2532 14.7317 20.2238 0.0757
H 12.2155 13.3862 19.5979 0.0899
H 14.2602 13.4393 20.9365 0.1016
F 17.2341 9.4544 24.3347 0.0216
C 16.7778 10.4279 25.1858 -0.2398
C 16.4341 10.0921 26.5032 -0.0149
C 16.0575 11.1110 27.3144 -0.1000
C 15.8341 12.3578 26.7915 -0.0911
C 16.0583 12.6460 25.4444 -0.0701
C 16.6023 11.6813 24.6067 0.0024
H 16.6001 9.0913 26.8303 0.1108
H 15.8160 11.0443 28.3510 0.1030
H 15.5171 13.2158 27.4035 0.0918
H 15.8202 13.6510 25.0878 0.0987
H 16.7526 11.9388 23.5973 0.0984
F 9.1392 9.5368 24.2517 0.0312
C 10.2033 10.3531 24.0083 -0.2792
C 10.6705 11.0597 25.1115 -0.0198
C 11.7597 11.9186 24.8782 -0.0586
C 12.2549 12.0310 23.5831 -0.0881
C 11.7517 11.3199 22.5376 -0.0940
C 10.7381 10.3870 22.7225 0.0056
H 10.2250 10.9451 26.0845 0.1180
H 12.2151 12.4321 25.6831 0.0976
H 13.1122 12.7217 23.3820 0.1120
H 12.2145 11.5097 21.5686 0.1027
H 10.3064 9.8213 21.9402 0.1047
C 7.2850 12.5485 23.3873 -0.2402
S 8.6727 13.6313 22.9289 0.7932
O 8.1272 14.7703 22.1321 -0.5450
C 8.9694 14.2134 24.6055 -0.2473
H 6.4518 13.1119 23.8610 0.0750
H 7.6080 11.7117 23.9517 0.0205
H 6.9740 12.1568 22.4037 0.0477
H 9.3101 13.3017 25.1362 0.0329
H 8.0842 14.6556 25.0493 0.0587
H 9.8630 14.8588 24.6417 0.0558
C 7.2788 17.4994 19.6131 -0.2838
S 8.2730 18.9587 19.7020 0.8119
O 8.4543 19.2159 21.1575 -0.5551
C 9.7951 18.1994 19.0892 -0.2520
H 7.7439 16.6285 20.0864 0.0422
H 7.0251 17.1722 18.5830 0.0649
H 6.3154 17.6393 20.1286 0.0604
H 9.6939 17.9144 18.0169 0.0604
H 9.9806 17.2852 19.6389 0.0302
H 10.5582 18.9632 19.1978 0.0402
C 11.3853 14.9229 16.9438 -0.2706
S 9.8178 14.2430 16.6402 0.8100
O 8.9292 14.6901 17.7572 -0.5492
C 9.3973 15.3089 15.2400 -0.2376
H 11.1867 15.9440 17.3343 0.0569
H 12.0304 14.9579 16.0602 0.0581
H 11.8346 14.3071 17.7537 0.0383
H 9.5799 16.3566 15.4463 0.0481
H 8.3167 15.1458 15.0807 0.0609
H 10.0641 15.0981 14.3873 0.0430
C 15.0452 9.0974 20.9541 -0.2167
S 15.3204 10.4162 19.7292 0.7978
O 15.8466 11.4712 20.6124 -0.5579
C 16.7513 9.7624 19.0070 -0.2833
H 14.7983 8.1718 20.3978 0.0672
H 14.2022 9.3970 21.5399 0.0284
H 15.8858 8.9930 21.5983 0.0435
H 16.5284 8.9326 18.2981 0.0730
H 17.4120 9.4071 19.7983 0.0654
H 17.2500 10.5191 18.4038 0.0586
C 13.7332 12.6320 15.5449 0.0128
O 12.7809 13.1414 14.5849 -0.0288
C 13.1905 14.0310 13.7291 -0.6326
O 14.3149 14.4174 13.5722 0.1383
O 12.0805 14.3322 13.0049 -0.0298
C 12.1523 15.3449 12.0230 -0.0434
H 13.0481 12.3639 16.3664 0.0735
H 14.3571 13.4835 15.8471 0.0983
H 14.1395 11.7280 15.0833 0.1095
H 11.5941 15.0026 11.2108 0.0749
H 13.2017 15.4225 11.6545 0.1057
H 11.9196 16.3149 12.4384 0.0953
C 12.2133 20.4380 16.7741 -0.0607
O 12.9760 20.0575 17.9176 -0.0266
C 13.3560 18.7338 17.9683 -0.6045
O 13.0910 17.9597 17.0689 0.0839
O 13.8843 18.3883 19.1042 0.0316
C 14.2891 16.9864 19.1760 0.0055
H 12.7032 20.1605 15.8361 0.0923
H 12.2490 21.5424 16.8782 0.1053
H 11.1747 20.0893 16.7597 0.0884
H 14.9182 16.8498 20.0575 0.0973
H 14.8029 16.7107 18.2416 0.0870
H 13.4044 16.4048 19.4176 0.0779
C 12.4319 9.1356 17.2362 -0.0366
O 11.3242 9.2192 18.1679 0.0264
C 10.9966 10.4792 18.4507 -0.6062
O 11.5384 11.4906 18.0377 0.0762
O 9.8792 10.4465 19.1405 0.0152
C 9.3471 11.7027 19.5158 -0.0250
H 12.4101 8.1341 16.7720 0.0988
H 13.4497 9.2570 17.7186 0.0800
H 12.4296 9.8179 16.3888 0.0806
H 10.1661 12.3624 19.8251 0.0771
H 8.5287 11.5954 20.2417 0.0985
H 8.8401 12.1305 18.6458 0.0866
C 11.3246 19.4339 23.3348 0.0044
O 11.5347 18.5576 24.4377 0.0002
C 11.5816 19.0753 25.6033 -0.6083
O 11.4124 20.2547 25.8937 0.0936
O 11.7466 18.0812 26.5294 -0.0196
C 12.0429 18.5809 27.8026 -0.0728
H 12.0899 19.1167 22.6073 0.1022
H 11.4281 20.4470 23.7241 0.0937
H 10.2882 19.2622 23.0012 0.0917
H 11.3890 19.4534 28.0496 0.1079
H 13.0700 18.8917 27.8691 0.0860
H 11.8720 17.7287 28.4994 0.1032
C 13.0074 14.3286 30.0622 0.0042
O 13.7377 14.5206 28.8214 -0.0366
C 14.4041 15.6479 28.5147 -0.6264
O 14.7403 16.5150 29.2904 0.1110
O 14.5887 15.6862 27.2284 -0.0033
C 15.2651 16.7270 26.5840 -0.0333
H 13.0592 13.2699 30.2776 0.0956
H 12.0435 14.7559 29.8841 0.0848
H 13.4792 14.9863 30.7850 0.0891
H 15.4550 17.5493 27.2888 0.0998
H 14.5958 17.0957 25.7981 0.0930
H 16.1896 16.3947 26.1066 0.0981
C 16.7232 16.4553 15.7482 -0.0186
O 16.4430 15.5141 16.7904 -0.0434
C 17.2230 14.4367 16.8362 -0.6363
O 18.1112 14.2067 16.0301 0.1100
O 17.0167 13.6867 17.8811 0.0228
C 16.3088 14.2522 19.0098 -0.0164
H 15.8635 17.0715 15.5524 0.0827
H 16.9504 15.9302 14.8119 0.1014
H 17.5535 17.0860 16.0698 0.1031
H 16.8577 15.0495 19.4272 0.0944
H 16.3558 13.4423 19.7110 0.0517
H 15.2411 14.4334 18.8009 0.0916
```

strongest force on any atom = 3.23 eV Å⁻¹
HOMO level = -8.7 eV

=====

Entry 2:
Molecular formula: C44H76B2F12Hg2N4O20P2
Method: DFT, wB97M-V/def2-TZVPD

Structure (XYZ):
```
162
Properties=species:S:1:pos:R:3:lowdin_charge:R:1
Hg 2.4969 1.9906 2.7097 1.4316
Hg -1.0330 -2.3771 -0.8797 1.4304
O 0.8440 0.8053 3.8734 -0.0247
C 0.2210 -0.0567 4.5056 -0.2979
O 0.5170 -1.3513 4.6723 0.2850
B -0.5806 -1.8715 5.4969 -0.9005
O -1.5429 -0.7414 5.7313 0.2567
C -1.0904 0.3428 5.1298 -0.3535
O -1.5930 1.4704 5.0922 0.1573
O -0.1581 -2.5679 6.6803 0.2455
C -0.6190 -3.7876 6.7548 -0.2846
O -0.3811 -4.6520 7.6783 0.0605
C -1.3227 -4.0984 5.3540 -0.2856
O -1.2764 -2.9008 4.7275 0.1872
O -1.7347 -5.1670 4.8590 0.1130
O -4.5817 2.0738 5.3555 0.0891
C -4.9369 1.0188 4.7408 -0.3527
O -4.1531 0.1095 4.3137 0.2365
B -4.8773 -0.7326 3.3883 -0.8110
O -6.2735 -0.2766 3.4972 0.2660
C -6.3238 0.8271 4.1158 -0.3766
O -7.3611 1.5389 4.2656 0.0791
O -4.6221 -2.1559 3.8201 0.2300
C -3.8729 -2.7560 2.9064 -0.3136
O -3.5553 -3.9873 2.9633 0.1049
C -3.4229 -1.7657 1.7689 -0.1774
O -4.1745 -0.5981 2.0363 0.1675
O -2.7226 -1.9860 0.7364 -0.0370
P 0.5498 -4.4846 1.1049 0.3436
F 0.5332 -4.4166 -0.6107 -0.2457
F 1.9210 -5.3716 0.9906 -0.1516
F 1.4611 -3.0927 1.2800 -0.1888
F 0.2887 -4.6883 2.7174 -0.1297
F -0.7749 -3.4885 1.0640 -0.2286
F -0.3792 -5.8032 0.9788 -0.1417
P 0.6748 0.1509 0.4748 0.1631
F -0.6420 0.0675 -0.4875 -0.1834
F 1.1580 -1.2372 -0.2654 -0.1869
F 1.5296 0.9610 -0.6275 -0.1368
F 1.8686 0.2459 1.5205 -0.2253
F 0.2878 1.6027 0.9402 -0.1386
F -0.2209 -0.6564 1.5302 -0.0951
C 3.9532 1.0202 -3.4233 -0.0546
C 2.8537 0.5280 -4.2914 -0.4770
C 3.3149 0.6598 -5.7896 -0.1132
C 4.2390 -0.4851 -6.2695 -0.1289
C 3.5167 -1.8314 -5.9082 -0.1496
C 3.1306 -2.0593 -4.4854 -0.4716
N 2.4736 -0.8678 -3.9563 -0.1016
O 1.9489 -0.9969 -2.6292 -0.0424
C 2.1683 -3.3673 -4.4787 0.0045
C 4.3533 -2.2591 -3.5414 -0.0102
C 1.5578 1.4215 -4.1566 -0.0168
H 4.0686 2.1006 -3.3357 0.0908
H 4.9782 0.6833 -3.5781 0.0847
H 3.7419 0.8479 -2.3680 0.0618
H 2.3636 0.7151 -6.3190 0.1104
H 3.6944 1.6799 -5.8480 0.1145
H 5.2131 -0.5338 -5.7829 0.0953
H 4.4444 -0.5754 -7.3361 0.1083
H 4.2408 -2.5931 -6.1974 0.1234
H 2.6380 -2.0970 -6.4960 0.1165
H 2.6680 -4.2287 -4.9218 0.0866
H 1.6109 -3.6553 -3.5873 0.0576
H 1.3232 -3.1990 -5.1462 0.0405
H 4.7858 -3.2578 -3.6013 0.0848
H 5.1129 -1.6327 -4.0090 0.0658
H 4.1264 -2.1116 -2.4855 0.0756
H 0.6907 1.0244 -4.6845 0.0647
H 1.6148 2.4038 -4.6255 0.0864
H 1.1790 1.3504 -3.1371 0.0636
H 2.7906 -0.9268 -2.1729 0.0448
C -3.3259 0.0934 -4.6379 0.0039
C -3.5660 -1.1534 -3.6224 -0.3545
C -4.8392 -2.0805 -4.0612 -0.1025
C -4.5240 -2.9002 -5.3322 -0.1709
C -3.3110 -3.7826 -4.9619 -0.1398
C -2.0224 -3.0355 -4.4672 -0.4026
N -2.2799 -1.9637 -3.4503 -0.1955
O -1.1857 -1.3831 -2.9925 -0.0754
C -1.2251 -4.2171 -3.6830 -0.0150
C -1.3285 -2.4255 -5.6981 -0.0248
C -3.8815 -0.7550 -2.1594 -0.0474
H -3.0704 -0.1446 -5.6705 0.0605
H -2.5733 0.7486 -4.1992 0.0672
H -4.1751 0.7681 -4.7463 0.0812
H -5.0159 -2.8048 -3.2661 0.1117
H -5.8272 -1.6416 -4.2006 0.1197
H -4.3569 -2.3500 -6.2582 0.1035
H -5.4085 -3.5280 -5.4399 0.1094
H -2.9121 -4.5252 -5.6529 0.1222
H -3.6177 -4.4545 -4.1603 0.1075
H -1.6833 -4.9736 -3.0459 0.0906
H -0.5686 -4.6935 -4.4111 0.0794
H -0.4729 -3.9145 -2.9545 0.0136
H -1.9388 -1.8345 -6.3810 0.0746
H -0.5647 -1.7226 -5.3655 0.0650
H -0.7679 -3.1643 -6.2708 0.0864
H -3.0444 -0.1284 -1.8515 0.0580
H -3.9086 -1.5589 -1.4238 0.0705
H -4.5840 0.0578 -1.9751 0.0950
H -1.0253 -0.6880 -3.6349 0.1009
C 6.0142 -1.2482 1.4362 0.0053
C 5.4615 -0.5314 2.6968 -0.4210
C 6.5157 -0.5645 3.8899 -0.1227
C 7.6276 0.4194 3.7491 -0.1823
C 6.9552 1.7603 3.5960 -0.1759
C 6.1196 1.8980 2.3339 -0.4831
N 5.1035 0.8779 2.2589 -0.0943
O 4.2262 0.9238 1.1899 -0.0897
C 5.5834 3.3572 2.5317 -0.0277
C 7.1654 1.8230 1.1186 0.0298
C 4.2163 -1.2506 3.2138 -0.0294
H 5.5245 -1.0329 0.4865 0.0832
H 5.8316 -2.3171 1.5464 0.1020
H 7.0968 -1.1276 1.4750 0.0778
H 6.0053 -0.3556 4.8302 0.1290
H 6.9448 -1.5658 3.8519 0.1330
H 8.2394 0.1295 2.8949 0.1065
H 8.1465 0.3741 4.7066 0.1298
H 7.7191 2.5255 3.7342 0.1284
H 6.3654 2.0302 4.4720 0.1308
H 4.7742 3.2972 3.2595 0.0398
H 6.2299 4.1035 2.9934 0.1027
H 5.0999 3.6087 1.5878 0.0803
H 7.7270 0.8899 1.1624 0.0636
H 6.6506 1.9565 0.1671 0.0826
H 7.7673 2.6776 1.4274 0.0949
H 3.4650 -1.4326 2.4454 0.0720
H 3.6597 -0.6965 3.9696 0.0777
H 4.4392 -2.2409 3.6111 0.1088
H 4.7393 0.6841 0.4148 0.0910
C -4.7544 6.4958 1.9489 -0.0468
C -4.9362 5.1789 2.7448 -0.4321
C -6.1405 4.2924 2.1337 -0.1387
C -5.9783 3.7515 0.7354 -0.1617
C -4.6669 2.8527 0.7258 -0.1074
C -3.4379 3.4783 1.4748 -0.3822
N -3.8206 4.1822 2.7732 -0.0853
O -2.7314 4.7280 3.4661 -0.0004
C -2.4980 2.2053 1.7998 -0.0092
C -2.7278 4.4585 0.4842 -0.0394
C -5.4094 5.5814 4.1629 -0.0343
H -5.4464 7.3336 2.0346 0.0806
H -4.7714 6.4564 0.8598 0.0578
H -3.7781 6.9383 2.1469 0.0711
H -6.3564 3.4538 2.7956 0.0946
H -7.0737 4.8419 2.2572 0.1168
H -5.7018 4.6516 0.1862 0.0800
H -6.8606 3.3451 0.2410 0.1112
H -4.3917 2.8614 -0.3289 0.0976
H -4.9788 1.8519 1.0246 0.1051
H -1.5689 2.6195 2.1914 0.0572
H -2.9317 1.7371 2.6835 0.0685
H -2.2224 1.4898 1.0250 0.0652
H -2.2655 5.3583 0.8903 0.0617
H -1.7987 4.0160 0.1251 0.0682
H -3.2207 4.8301 -0.4142 0.0800
H -6.1119 6.4053 4.2883 0.0799
H -4.5775 5.9936 4.7340 0.0759
H -5.7991 4.7066 4.6834 0.0838
H -2.3727 5.1942 2.7074 0.0523
```

strongest force on any atom = 7.74 eV Å⁻¹
HOMO level = -7.9 eV